C46H90N3O17P3S | wB97M-V/def2-TZVPD

Its net charge is 0. As for the calculated total energy: -4671.82683 Ha. Its HOMO energy is -0.2980 Ha.

Last column: Mulliken charge in e.
Geometry (Å):
C -2.55 -3.70 1.33  -0.87
C -1.47 -3.39 2.48  -0.69
C -0.42 -2.22 2.13  1.66
C 0.88 -2.50 3.07  -0.34
N 1.79 -2.75 3.81  -0.74
C -0.92 -0.74 2.51  -0.46
C -1.33 -0.54 4.04  -1.16
O -1.04 0.82 4.54  0.16
C -2.03 1.04 5.58  -0.35
C -1.80 2.43 6.39  -0.62
O -0.65 2.40 7.26  -0.43
C 0.57 2.68 6.60  0.48
C 0.78 3.47 5.28  -0.34
C 2.23 3.74 4.69  -0.23
C 3.54 3.25 5.40  0.01
C 5.02 3.59 4.81  1.63
C 5.74 4.48 5.98  -1.43
C 4.90 4.56 3.53  -1.57
C 5.95 2.29 4.61  -1.03
C 5.71 1.46 3.26  1.56
C 6.46 2.07 1.95  -1.34
C 4.18 1.14 2.90  -1.07
C 6.42 0.00 3.50  -1.44
C 3.33 2.43 6.73  -0.16
C 1.89 2.16 7.31  -0.77
C 0.15 -2.28 0.61  1.43
N 0.41 -3.69 0.17  -0.44
C -0.81 -1.49 -0.43  -0.83
N -1.71 -1.14 -1.16  -0.46
C 1.60 -1.52 0.48  -0.56
C 1.98 -1.20 -1.07  -0.97
C 1.75 0.34 -1.49  -0.05
C 1.93 0.39 -3.12  -0.59
S 0.45 1.05 -4.00  1.20
O 0.80 1.04 -5.48  -0.67
O 0.13 2.48 -3.64  -0.64
O -0.91 0.06 -3.85  -0.38
H -2.10 -4.26 0.42  0.25
H -3.08 -2.78 0.91  0.09
H -3.36 -4.43 1.75  0.40
H -2.07 -3.10 3.43  0.39
H -0.96 -4.40 2.75  0.40
H -1.87 -0.50 1.88  0.14
H -0.09 0.01 2.27  0.14
H -2.49 -0.67 4.10  0.40
H -0.90 -1.31 4.77  0.49
H -3.10 1.15 5.12  0.34
H -2.09 0.21 6.36  0.31
H -1.87 3.35 5.71  0.19
H -2.72 2.50 7.09  0.33
H -0.12 3.87 4.71  0.01
H 2.23 4.33 3.70  0.23
H 5.90 3.84 6.93  0.30
H 5.09 5.39 6.22  0.36
H 6.76 4.85 5.57  0.40
H 5.94 4.77 3.06  0.24
H 4.14 4.23 2.75  0.26
H 4.56 5.59 3.94  0.40
H 7.06 2.63 4.66  0.34
H 5.82 1.56 5.50  0.20
H 6.43 1.22 1.16  0.29
H 7.51 2.47 2.16  0.30
H 5.74 2.88 1.53  0.27
H 3.62 2.10 2.62  0.09
H 4.08 0.31 2.10  0.30
H 3.71 0.68 3.86  0.27
H 6.02 -0.44 4.48  0.36
H 6.33 -0.69 2.60  0.29
H 7.54 0.25 3.69  0.36
H 4.22 2.00 7.32  0.22
H 1.83 1.57 8.28  0.31
H 1.23 -3.75 -0.45  0.28
H 0.66 -4.29 0.99  0.42
H 2.46 -2.17 0.88  0.24
H 1.59 -0.51 1.05  -0.09
H 3.13 -1.37 -1.16  0.24
H 1.51 -1.95 -1.80  0.46
H 0.67 0.67 -1.30  0.03
H 2.45 1.08 -0.96  0.35
H 2.07 -0.69 -3.49  0.22
H 2.88 0.96 -3.43  0.38
H -1.55 0.54 -3.25  0.29
O -5.05 4.76 -0.46  -0.74
P -4.76 3.62 0.52  1.23
O -5.90 2.57 -0.07  -0.45
C -5.62 1.90 -1.29  -0.64
C -4.51 0.88 -1.13  -0.37
O -5.64 4.26 1.78  -0.36
C -5.98 5.65 1.79  -0.35
C -7.28 5.91 1.04  -1.03
O -4.32 2.38 1.62  -0.39
C -2.92 2.20 1.83  0.60
C -2.21 3.49 2.21  -1.19
H -5.38 2.62 -2.07  0.30
H -6.54 1.38 -1.58  0.37
H -3.54 1.39 -1.02  0.00
H -4.44 0.23 -2.00  0.32
H -4.66 0.26 -0.24  0.22
H -5.15 6.23 1.38  0.32
H -6.09 5.95 2.83  0.38
H -7.34 5.37 0.10  0.28
H -7.38 6.98 0.84  0.33
H -8.13 5.59 1.64  0.29
H -2.48 1.77 0.93  -0.09
H -2.80 1.47 2.64  -0.19
H -2.29 4.24 1.41  0.56
H -1.15 3.30 2.38  0.29
H -2.64 3.93 3.11  0.29
O 6.77 -3.20 -1.47  -0.69
P 7.02 -4.38 -2.41  1.05
O 5.45 -4.57 -2.90  -0.43
C 4.93 -3.64 -3.84  -0.16
C 5.57 -3.80 -5.21  -1.12
O 7.05 -5.55 -1.23  -0.34
C 7.26 -5.17 0.13  -0.40
C 5.96 -4.81 0.83  -0.80
O 7.41 -5.66 -3.50  -0.25
C 8.61 -5.48 -4.26  -0.19
C 9.81 -5.15 -3.40  -1.15
H 5.05 -2.62 -3.47  0.21
H 3.86 -3.84 -3.93  0.32
H 6.60 -3.43 -5.20  0.19
H 5.02 -3.23 -5.97  0.45
H 5.60 -4.85 -5.52  0.27
H 7.99 -4.36 0.19  0.31
H 7.72 -6.02 0.64  0.36
H 5.31 -4.18 0.22  0.10
H 6.16 -4.29 1.77  0.34
H 5.38 -5.72 1.05  0.31
H 8.45 -4.69 -5.00  0.22
H 8.79 -6.41 -4.80  0.35
H 9.67 -4.20 -2.86  0.36
H 10.71 -5.04 -4.02  0.40
H 9.99 -5.93 -2.65  0.28
O -7.74 -1.80 -7.53  -0.72
P -7.88 -0.82 -6.35  1.02
O -7.12 -1.76 -5.23  -0.40
C -5.70 -1.85 -5.28  -0.55
C -5.04 -0.54 -4.89  -0.54
O -9.45 -1.22 -5.99  -0.35
C -10.26 -1.89 -6.95  -0.33
C -10.10 -3.40 -6.87  -1.02
O -8.03 0.37 -5.12  -0.22
C -7.77 1.72 -5.53  -0.13
C -8.58 2.13 -6.75  -1.22
H -5.37 -2.17 -6.27  0.28
H -5.40 -2.62 -4.56  0.35
H -5.16 0.20 -5.70  0.20
H -3.97 -0.67 -4.74  0.37
H -5.48 -0.12 -3.99  0.06
H -10.04 -1.51 -7.95  0.31
H -11.30 -1.63 -6.75  0.37
H -9.05 -3.71 -6.77  0.29
H -10.51 -3.87 -7.76  0.32
H -10.62 -3.79 -6.00  0.29
H -6.71 1.84 -5.73  0.24
H -8.02 2.36 -4.69  0.33
H -8.34 1.52 -7.62  0.36
H -8.37 3.17 -7.00  0.40
H -9.65 2.02 -6.56  0.30